35
Properties=species:S:1:pos:R:3 method="wB97M-V/def2-TZVPD" homo_ha=-0.145 e_above_lowest_kcal_mol=0.0 charge=-1
C -2.9207 2.4642 0.6627
Si -2.2382 1.9503 -1.0082
C -1.1933 3.3126 -1.7724
C -3.6694 1.5972 -2.1917
O -1.4038 0.5311 -0.7429
C -0.3734 0.2307 -1.6909
C 0.0184 -1.2339 -1.5956
Si 1.5158 -1.5971 -0.4871
O 2.1036 -0.1194 0.0486
Si 3.7271 0.0291 0.3946
H -3.8780 1.9782 0.8176
H -3.0138 3.5400 0.7669
H -2.2435 2.0986 1.4295
H -1.8774 3.9788 -2.2936
H -0.4713 2.9706 -2.5075
H -0.6639 3.9077 -1.0344
H -3.9949 2.5086 -2.6805
H -4.4784 1.1410 -1.6327
H -3.3061 0.9007 -2.9420
H -0.7259 0.4322 -2.7079
H 0.4737 0.8910 -1.5163
H 0.2566 -1.5647 -2.6052
H -0.8366 -1.8227 -1.2821
H 2.5310 -2.3528 -1.2459
H 1.0730 -2.4131 0.6515
H 4.0814 1.4475 0.1413
H 4.0315 -0.2618 1.8049
H 4.5660 -0.8045 -0.4857
C 1.4305 -2.9611 3.9459
C 2.4025 -3.9874 3.3153
O 2.5495 -5.0672 3.9254
O 2.9434 -3.6181 2.2450
H 0.9948 -3.3419 4.8704
H 1.9633 -2.0316 4.1606
H 0.6262 -2.7326 3.2422

---

34
Properties=species:S:1:pos:R:3 method="wB97M-V/def2-TZVPD" homo_ha=-0.434 e_above_lowest_kcal_mol=23.5 charge=+1
C -0.6832 0.0705 -0.6336
C 0.0062 1.4292 -0.4538
C 1.2832 1.2951 0.4076
C 1.2320 1.6604 1.6923
C 2.7117 1.6127 -1.6111
C 2.5480 1.2036 -0.3362
C 3.6634 0.4802 0.3324
N -0.5719 -0.6885 0.6606
H -0.0173 -0.4653 -1.3352
H -1.7537 0.1675 -0.9302
H -0.6087 2.0957 0.1797
H 0.1478 2.0172 -1.3402
H 0.4117 2.1424 2.1991
H 2.1035 1.5754 2.3161
H 1.8938 1.9786 -2.2212
H 3.5695 1.2895 -2.1525
H 4.6636 0.8659 0.1406
H 3.9078 -0.5565 -0.0548
H 3.4685 0.4168 1.3907
H -0.9826 -0.1364 1.4031
H 0.4144 -0.8663 0.8764
H -1.1193 -1.5255 0.5301
H -3.4990 -0.0867 1.7495
H -3.7005 -0.6031 0.3138
O -3.0791 -0.6000 1.0490
H -2.9125 -3.0655 -0.6206
H -1.5429 -3.8086 -0.8197
O -1.9990 -2.9690 -0.9004
H -4.1785 1.2484 -1.4621
H -4.7681 1.7340 -0.1944
O -4.0368 1.1725 -0.5078
H 0.8703 -3.5879 -0.3795
H 1.7342 -2.6592 0.4939
O 0.8234 -2.8370 0.2187

---

36
Properties=species:S:1:pos:R:3 method="wB97M-V/def2-TZVPD" homo_ha=-0.364 e_above_lowest_kcal_mol=85.2 smiles=OCCO.OCCO.OCCO.CO
O 8.8864 -32.8944 14.7455
C 8.5101 -33.9474 15.6378
C 7.2652 -33.5252 16.2918
O 7.4315 -32.4595 17.2009
H 9.8122 -32.9765 14.5051
H 8.3168 -34.8417 15.0453
H 9.2744 -34.0497 16.4082
H 6.8384 -34.3922 16.7960
H 6.5947 -33.0833 15.5547
H 7.4538 -31.6079 16.7583
O -0.1086 -31.9887 10.4121
C -1.3472 -32.3328 9.8852
C -1.6823 -33.8073 9.6465
O -0.6580 -34.3957 8.8285
H 0.4978 -32.1746 9.6914
H -2.1461 -31.9452 10.5172
H -1.4037 -31.7926 8.9401
H -2.6941 -33.9932 9.2863
H -1.6130 -34.2607 10.6353
H 0.1871 -34.2404 9.2565
O 4.4767 -36.2399 4.1052
C 3.7868 -37.4413 3.8338
C 3.9201 -37.8820 2.3713
O 2.9473 -37.3141 1.5749
H 5.3378 -36.3987 3.7117
H 4.3020 -38.1751 4.4537
H 2.7642 -37.3246 4.1927
H 3.9256 -38.9698 2.4391
H 4.8489 -37.6608 1.8454
H 3.4165 -36.8650 0.8680
C 4.8042 -35.3134 10.8536
O 4.1527 -34.6148 9.8341
H 5.7847 -34.8557 10.9849
H 4.3232 -35.2381 11.8288
H 4.7951 -36.3648 10.5661
H 4.6599 -34.7690 9.0338

---

45
Properties=species:S:1:pos:R:3 method="wB97M-V/def2-TZVPD" homo_ha=-0.272 e_above_lowest_kcal_mol=6.6 charge=-1
Cl -0.3718 -0.7461 0.6090
O -1.2928 -1.3899 -0.3091
O -0.9114 -0.7945 1.9450
O 0.8873 -1.4361 0.5197
O -0.2167 0.6410 0.2113
O 0.2121 -3.9829 -1.3704
H -0.4183 -3.9496 -0.6443
H 0.6745 -3.1424 -1.2793
O -3.6635 -2.0570 2.9346
H -3.2141 -2.8134 3.3203
H -3.1516 -1.8329 2.1488
O 1.0889 2.4167 2.2566
H 1.0028 2.0796 1.3556
H 0.2618 2.1554 2.6720
C 2.2575 1.4016 -3.6984
C 2.1752 0.7493 -2.3384
C 2.9228 -0.5826 -2.2856
O 3.5066 -0.6074 -0.9892
C 3.5579 0.6595 -0.5192
O 4.0845 0.9836 0.4906
O 2.9411 1.5068 -1.3775
H 3.0352 0.9756 -4.3276
H 2.2185 2.4860 -3.6567
H 1.3329 1.1321 -4.2354
H 1.1396 0.6673 -2.0145
H 3.7116 -0.6353 -3.0415
H 2.2871 -1.4552 -2.4348
C 1.9418 -0.9637 3.6353
O 2.9915 -1.0134 4.5957
H 1.2801 -1.8168 3.7930
H 1.2843 -0.1003 3.7614
H 2.3372 -0.9904 2.6218
H 3.3175 -0.1182 4.7139
C -3.1968 0.7091 -2.7835
O -2.5060 -0.5224 -2.8761
H -3.4939 0.9226 -1.7543
H -2.5863 1.5220 -3.1847
H -4.1286 0.6506 -3.3539
H -2.1623 -0.7438 -2.0007
C -3.7333 1.9302 1.2995
O -3.4952 0.8007 2.1563
H -3.6101 1.6538 0.2521
H -4.7340 2.2845 1.5292
H -3.0198 2.7303 1.5193
H -2.5440 0.6358 2.1341

---

45
Properties=species:S:1:pos:R:3 method="wB97M-V/def2-TZVPD" homo_ha=-0.556 charge=+3
Y -2.7561 -2.6637 0.6703
Y 1.2265 -5.9737 -0.8508
O -1.6958 -5.8547 0.6176
H -2.2325 -6.5538 1.0392
O 0.3660 -2.6534 -0.7135
H 0.5343 -1.9737 -1.3949
C -3.3440 2.8021 0.4216
O -4.7383 2.6476 0.4204
O -2.9741 1.4173 0.2442
C -2.9369 3.9296 -0.6054
F -3.7020 5.0808 -0.5780
F -1.6666 4.2802 -0.4380
F -3.0715 3.5283 -1.9275
C -5.7309 3.5991 0.9711
C -6.9139 2.6678 1.2678
H -7.7392 3.2689 1.6495
H -7.3025 2.1630 0.3834
H -6.6638 2.0121 2.1018
H -6.1018 4.3244 0.2469
H -5.4244 4.2071 1.8223
H -3.1994 3.1173 1.4549
O 3.9922 -4.3676 0.6913
H 4.9413 -4.3957 0.8127
H 3.7342 -3.5047 1.0154
O 1.2341 0.6858 -2.6835
H 0.9001 0.5068 -3.5625
H 0.4517 0.8599 -2.1603
O -0.9654 -5.6320 -3.5930
H -0.8915 -5.8324 -4.5261
H -1.8888 -5.4138 -3.4669
O 2.9474 -4.5907 -3.9365
H 2.5319 -4.0645 -4.6197
H 3.7464 -4.9251 -4.3437
C 3.6367 2.1797 2.2446
C 4.7739 1.4308 1.4959
C 5.8159 0.9958 2.4772
O 4.2240 0.1991 0.9945
H 2.9380 2.5137 1.4776
H 3.8988 3.1177 2.7341
H 3.0566 1.5276 2.8976
H 5.0529 2.0719 0.6597
H 5.8848 -0.0761 2.6626
H 5.5777 1.5074 3.4098
H 6.8089 1.3910 2.2632
H 3.6650 0.4430 0.2532

---

41
Properties=species:S:1:pos:R:3 method="wB97M-V/def2-TZVPD" homo_ha="-0.290 / -0.289" charge=+1
O -1.6797 0.3970 -3.6044
H -2.2579 0.5807 -4.3740
Sc -0.3603 -0.1388 0.3976
N 1.5699 -0.7363 1.0086
N 0.9988 0.2415 -1.2231
O 1.7176 -1.7075 2.1128
O 0.6847 1.1635 -2.2759
C 2.6210 -0.6878 0.1711
C 2.3208 -0.0337 -1.0491
C 3.9322 -1.2167 0.5991
C 3.3725 0.3740 -2.0177
H 3.7985 -1.9901 1.3650
H 4.5390 -0.4146 1.0494
H 4.4993 -1.6404 -0.2408
H 3.0623 1.2454 -2.6046
H 3.6363 -0.4400 -2.7114
H 4.2950 0.6382 -1.4777
H 1.4361 -1.2304 2.9252
H -0.0778 0.7516 -2.7842
O 0.4169 1.8891 1.2497
H 1.2862 1.6239 1.6163
H 0.6289 2.6079 0.6141
C -2.1624 -0.7877 -2.9409
H -2.9047 -0.5194 -2.1621
H -1.2896 -1.2807 -2.4777
H -2.6415 -1.4924 -3.6419
O -0.8310 -2.2753 0.7327
H -0.0957 -2.9060 0.6827
H -1.5580 -2.7265 1.1930
N -2.2668 1.1104 0.0968
C -2.8505 1.6612 1.3623
C -2.7692 0.5754 2.4069
N -1.3355 0.0427 2.4847
H -2.0480 1.8461 -0.5850
H -2.9471 0.4886 -0.3582
H -2.2833 2.5399 1.6755
H -3.8819 2.0126 1.2160
H -3.1461 0.9346 3.3722
H -3.4074 -0.2758 2.1580
H -1.2766 -0.8638 2.9553
H -0.7450 0.6397 3.0840

---

37
Properties=species:S:1:pos:R:3 method="wB97M-V/def2-TZVPD" homo_ha=-0.338 e_above_lowest_kcal_mol=0.0 smiles=CCCCCNCC.O.O.O.O
C 0.2814 3.0436 -1.8476
C -0.0884 2.2747 -0.5798
C 1.1409 1.7274 0.1537
C 1.8155 0.5460 -0.5523
C 1.0286 -0.7639 -0.4953
N 1.1763 -1.4257 0.8087
C 0.4497 -2.6954 0.9232
C -1.0693 -2.5739 1.0187
H -0.6028 3.5002 -2.2872
H 0.7117 2.3849 -2.5998
H 0.9916 3.8431 -1.6309
H -0.7305 1.4412 -0.8747
H -0.6686 2.9229 0.0824
H 0.8798 1.4143 1.1738
H 1.8732 2.5291 0.2760
H 2.8100 0.3790 -0.1412
H 1.9784 0.8015 -1.6020
H -0.0203 -0.5851 -0.7606
H 1.4255 -1.4317 -1.2634
H 0.9188 -0.7981 1.5661
H 0.7091 -3.2880 0.0476
H 0.8333 -3.2090 1.8072
H -1.5143 -3.5638 1.1291
H -1.3748 -1.9831 1.8870
H -1.5034 -2.1314 0.1189
O 4.0773 -1.4699 1.2568
H 3.1067 -1.4782 1.1447
H 4.3822 -2.2966 0.8569
O -1.7362 0.6375 1.8252
H -1.0281 0.1051 1.4351
H -1.3454 1.5165 1.8999
O -3.8193 0.7720 -0.0107
H -4.5755 0.2952 0.3435
H -3.1219 0.7118 0.6769
O -2.2189 -0.6768 -1.8165
H -2.8116 -0.1258 -1.2596
H -2.3608 -0.3498 -2.7098

---

40
Properties=species:S:1:pos:R:3 method="wB97M-V/def2-TZVPD" homo_ha="0.031 / -0.046" e_above_lowest_kcal_mol=0.0 charge=-1
C -2.8673 -1.5839 -5.6643
Sn -1.2367 0.5440 -1.5325
N 0.5815 0.6646 -3.0904
H -2.1399 -0.8798 -1.0085
H -3.6161 -0.8154 -5.7187
H -3.2793 -2.5718 -5.4233
H -2.1929 -1.2772 -4.8528
H -2.2611 -1.6411 -6.5681
H 1.5006 0.4183 -2.6951
H 0.6271 1.6200 -3.4635
H 0.3867 0.0412 -3.8720
C -0.3911 -2.4213 1.0790
N 0.2814 -1.2955 1.7277
C 0.4301 -1.4512 3.1803
P 0.5259 0.1255 0.9643
O 0.5243 -0.1467 -0.5597
N -0.6095 1.2466 1.4153
C -0.6755 2.5838 0.8057
C -1.9262 0.8050 1.9458
N 1.9959 0.6282 1.4873
C 3.1014 -0.3251 1.2719
C 2.4542 2.0179 1.3302
H 0.1002 -3.3454 1.4232
H -0.3067 -2.3383 -0.0129
H -1.4620 -2.4636 1.3501
H 0.7517 -2.4848 3.3834
H 1.1890 -0.7674 3.5808
H -0.5250 -1.2961 3.7125
H -1.0776 2.5949 -0.2328
H -1.3790 3.1696 1.4102
H 0.2944 3.0856 0.7916
H -2.5326 0.4285 1.1083
H -1.8508 0.0332 2.7288
H -2.4207 1.6881 2.3733
H 3.4573 -0.3141 0.2269
H 3.9318 0.0175 1.9124
H 2.8128 -1.3410 1.5643
H 2.5002 2.3196 0.2609
H 1.8235 2.6985 1.9175
H 3.4798 2.0292 1.7429